Molecular formula: C34H39N8O2RuS
Method: DFT, the ωB97M-V functional and the def2-TZVPD basis

2S+1 = 2
total charge = +2
E_HOMO (alpha / beta) = -12.03 / -12.01 eV
frontier orbital gap (alpha / beta) = 5.111 / 4.638 eV
total energy = -65307.9268 eV

CARTESIAN COORDINATES (ANGSTROEM)
Ru (-0.12893, 0.28404, -0.29179)
S (0.47500, -0.40663, -4.92673)
O (1.21404, 2.80457, 6.78939)
O (-0.48042, 1.45441, 6.70810)
N (0.01265, -0.18303, -2.38002)
N (0.88476, -1.55107, 0.30685)
N (-0.65613, 0.41524, 1.69744)
N (-3.90612, 0.83478, -3.08829)
N (1.64077, 1.51285, 0.76710)
N (1.22829, 1.59405, -3.27346)
N (2.63934, -3.07009, 0.55587)
N (0.44084, 2.07845, 6.18848)
C (-1.52330, 1.77122, -0.64771)
C (1.85631, -3.98348, 1.37920)
C (4.92050, -2.78412, 1.50126)
C (-2.85535, 1.73524, -1.06715)
C (-1.87898, -3.35655, -2.49073)
C (1.31137, 1.69543, 2.05730)
C (1.74237, 2.63564, 4.25821)
C (-3.68971, 2.83464, -0.88998)
C (-1.35167, 0.46167, 4.37521)
C (-3.45460, 0.52163, -1.77008)
C (2.91792, -1.08999, -0.84924)
C (-1.30260, -2.22850, -1.94398)
C (-0.58867, -1.36622, -2.77283)
C (-2.98803, 1.44262, -4.00008)
C (3.50180, 2.99808, 1.02737)
C (-3.22079, 3.98507, -0.28363)
C (-0.20262, 1.15721, 3.95599)
C (2.10103, -1.95207, 0.06511)
C (-1.05532, 2.97311, -0.09606)
C (2.69181, 2.13391, 0.26547)
C (-2.12863, -0.22212, 3.45231)
C (3.21140, 3.19192, 2.34506)
C (-1.76230, -0.21708, 2.12109)
C (0.12713, 1.07398, 2.57109)
C (-1.05329, -2.78354, -4.68959)
C (0.64845, 1.94174, 4.79232)
C (-1.89186, 4.05831, 0.09641)
C (-1.76004, -3.62575, -3.85101)
C (0.59026, 0.42262, -3.39540)
C (4.05395, -3.37975, 0.39025)
C (2.09605, 2.52038, 2.92388)
C (-0.46506, -1.65788, -4.13897)
C (-5.29373, 0.93303, -3.39890)
C (1.69749, -3.52651, 2.82948)
H (3.79724, -0.71168, -0.33304)
H (4.33760, 3.48667, 0.55453)
H (-4.71932, 2.77941, -1.20883)
H (-0.01716, 3.08384, 0.19534)
H (2.32428, 3.25620, 4.91918)
H (-2.68125, -0.25277, -1.84249)
H (-2.98722, 0.90311, -4.95282)
H (-4.29194, 0.12819, -1.19019)
H (-1.98558, 1.43058, -3.57591)
H (4.75167, -3.29495, 2.44523)
H (3.80536, 3.84647, 2.96259)
H (2.35577, -4.95354, 1.36515)
H (-3.26826, 2.47847, -4.21596)
H (-2.23912, -4.49906, -4.25985)
H (-3.01614, -0.74283, 3.76865)
H (0.87371, -4.12001, 0.91183)
H (-2.43238, -4.03478, -1.86173)
H (1.11129, 2.12967, -2.42447)
H (3.23516, -1.65096, -1.72659)
H (5.96885, -2.90214, 1.24097)
H (-5.45461, 0.64541, -4.43940)
H (0.35999, -2.14993, 0.94224)
H (2.65442, -3.53047, 3.34253)
H (-3.88585, 4.81790, -0.11851)
H (1.27799, -2.52420, 2.89649)
H (1.03484, -4.21316, 3.34788)
H (-1.38882, -1.99441, -0.88369)
H (-2.35433, -0.72080, 1.36182)
H (4.71891, -1.72335, 1.64034)
H (2.92116, 1.96582, -0.77703)
H (2.30067, -0.24688, -1.16852)
H (1.60216, 2.05452, -4.08666)
H (-5.67835, 1.95512, -3.28450)
H (4.16710, -4.46550, 0.39142)
H (-1.50214, 4.96033, 0.54464)
H (-1.62302, 0.46500, 5.42029)
H (-5.87327, 0.27850, -2.75451)
H (-0.96169, -2.99765, -5.74229)
H (4.39693, -3.01762, -0.57868)

Molecular formula: C34H40BKN10O2S3
Method: DFT, the ωB97M-V functional and the def2-TZVPD basis

2S+1 = 2
total charge = -1
E_HOMO (alpha / beta) = -4.82 / -4.81 eV
frontier orbital gap (alpha / beta) = 6.802 / 5.726 eV
total energy = -104414.1236 eV
energy relative to the best compared isomer or geometry (same formula, charge and spin) = 6.75 kcal per mole

CARTESIAN COORDINATES (ANGSTROEM)
K (-0.55151, -0.67465, 0.37164)
S (0.11994, 0.97291, -2.72386)
S (-3.10748, 2.94714, -0.70388)
S (-4.44391, 1.60933, 1.52868)
O (-0.34970, -0.32676, -2.16660)
O (-0.49586, 0.06956, 2.80033)
N (-0.33236, -3.99769, -1.44792)
N (-1.83465, 1.83863, 1.39511)
N (-0.69374, -6.13986, 1.66014)
N (-0.48102, -5.70401, 0.40013)
N (-0.82708, 2.66307, 1.26318)
N (0.38302, -3.37653, 0.91702)
N (1.38968, -2.63621, 0.39123)
N (-2.10771, -3.81846, 0.31298)
N (-2.59361, -2.57201, 0.11379)
N (0.87292, -4.31205, -1.97407)
C (0.59208, 2.60556, 5.84841)
C (-4.30395, -3.97930, 0.49085)
C (-0.76443, -0.52532, -6.48431)
C (-0.22805, 0.87226, 3.73539)
C (0.12658, 1.30457, 6.11994)
C (1.59124, -2.70194, 2.64190)
C (-0.18524, -6.73470, -0.42040)
C (-0.51886, -7.45137, 1.62504)
C (-3.90826, -2.65728, 0.22947)
C (3.91993, -0.73156, -2.60510)
C (0.16693, 2.23619, 3.48378)
C (0.13646, 2.77687, 2.13769)
C (1.25148, 3.67964, 1.68244)
C (0.61143, 3.04329, 4.54686)
C (2.40683, -0.65067, -2.78018)
C (-1.21563, -3.68263, -2.42458)
C (-3.61046, -2.64610, 3.64201)
C (-5.86694, -2.01606, 4.16932)
C (-2.98023, 2.19814, 0.76117)
C (-0.34600, 0.94100, -4.47451)
C (-3.29816, -1.32040, 3.38089)
C (0.48906, -3.42943, 2.26655)
C (-3.12507, -4.68449, 0.53656)
C (-4.26957, -0.33138, 3.51033)
C (1.93854, 0.79767, -2.88535)
C (0.74453, -4.16385, -3.28112)
C (-4.89540, -2.99757, 4.03367)
C (-0.19334, -7.88853, 0.33009)
C (-0.27551, 0.47092, 5.11234)
C (0.03459, -0.34124, -5.19807)
C (-0.57146, -3.80426, -3.63161)
C (-5.55352, -0.68817, 3.91070)
C (-3.92998, 1.10433, 3.21685)
C (2.11424, -2.23260, 1.42348)
B (-0.61800, -4.19287, 0.05224)
H (-5.29897, -4.35793, 0.65067)
H (-2.22690, -3.39568, -2.19362)
H (1.34040, 4.56592, 2.31152)
H (2.97514, -1.60519, 1.24482)
H (1.06756, 3.99513, 0.65701)
H (-2.93904, -5.72748, 0.72058)
H (-4.51239, -1.76744, 0.13652)
H (1.91157, -1.13851, -1.93901)
H (4.44866, -0.27165, -3.44402)
H (-2.85720, 1.27057, 3.29389)
H (-6.31308, 0.07874, 4.02186)
H (0.07457, 1.84032, -4.93270)
H (1.10238, -0.33290, -5.42832)
H (-0.60769, 0.30762, -7.17375)
H (0.01061, -8.89002, -0.00853)
H (4.23382, -0.22218, -1.69116)
H (0.02734, -6.56798, -1.46158)
H (2.34940, 1.38812, -2.06229)
H (2.20225, 3.14623, 1.74472)
H (-1.83269, -0.58545, -6.26855)
H (-0.98765, -3.63606, -4.61115)
H (2.10322, -1.21014, -3.66464)
H (-2.85170, -3.40923, 3.51688)
H (2.24733, 1.27661, -3.81782)
H (-0.63258, -8.03072, 2.52864)
H (-0.14530, -1.18111, -4.52267)
H (4.23493, -1.77223, -2.52944)
H (-1.43177, 1.06346, -4.43941)
H (0.93682, 4.05573, 4.33723)
H (1.94425, -2.51483, 3.64094)
H (-0.22049, -3.99817, 2.84227)
H (-0.62041, -0.53533, 5.31946)
H (1.59067, -4.35362, -3.92488)
H (-4.45074, 1.77412, 3.90052)
H (-2.29164, -1.04272, 3.08367)
H (-0.47367, -1.44439, -6.99448)
H (-5.13983, -4.03523, 4.22455)
H (0.09063, 0.95473, 7.14600)
H (0.91014, 3.25509, 6.65323)
H (-6.87085, -2.28253, 4.47728)